Density functional theory data (wB97M-V/def2-TZVPD) for C3H6ClP as an isolated structure at a distorted geometry.

Results
DFT total energy (eV): -25017.2978
Orbital gap (eV): 9.39
Relative energy (zero: lowest compared OMol25 entry of this formula, charge and spin) (kJ/mol): 140.49

Each line ends with the Mulliken charge.
Geometry (Å):
1 C -0.43 0.11 0.09  0.2476
2 C -1.85 1.43 0.01  -0.9174
3 C 1.97 -1.13 -0.04  -0.9855
4 P 1.17 0.55 0.06  -0.0246
5 Cl -1.12 -1.44 0.05  -0.1836
6 H -1.70 1.93 -0.93  0.2979
7 H -2.75 0.86 0.08  0.3490
8 H -1.66 2.07 0.86  0.3031
9 H 1.42 -1.77 -0.73  0.3093
10 H 2.99 -1.02 -0.39  0.3120
11 H 1.98 -1.60 0.95  0.2920